#1
The following is a DFT calculation (ωB97M-V/def2-TZVPD) of a 2-piece molecular cluster, C4H9FN2 overall.

Each line ends with the Mulliken charge.
Atoms and positions in Å:
C -1.220 0.111 -0.865  -0.8812
H -0.072 0.132 -1.198  0.1636
N 1.472 0.456 -0.156  0.3790
H 3.252 1.733 -0.197  0.2896
H -2.424 -1.878 0.779  0.2935
H 2.275 1.581 -1.582  0.2541
H -1.735 -1.238 2.425  0.2964
C -1.550 -1.336 1.271  -1.0944
N 1.115 0.095 0.913  -0.6155
H -1.423 -0.856 -1.428  0.2650
C -1.308 -0.041 0.573  0.7553
F -1.690 1.191 1.190  -0.3366
H 3.118 0.075 -0.980  0.3132
C 2.638 0.984 -0.740  -0.7432
H -0.639 -1.947 1.262  0.3055
H -1.809 0.937 -1.267  0.3556

Kohn-Sham gap (alpha / beta)   0.2785 / 0.3049 Eh
Multiplicity   1
HOMO level (alpha / beta)   -7.01 / -7.39 eV
LUMO (alpha / beta)   0.57 / 0.91 eV

#2
The following is a DFT calculation (ωB97M-V/def2-TZVPD) of a single C4H9FN2 molecule.

Each line ends with the Mulliken charge.
Atoms and positions in Å:
H -0.092 -1.207 1.579  0.3582
H 0.219 0.964 -1.320  0.3300
C -1.339 0.165 0.237  0.1135
N 2.111 0.446 -0.057  -0.7687
H 2.237 0.994 0.779  0.2185
H -0.688 2.058 -0.077  0.2731
C -0.022 -0.272 1.074  -1.0717
C -0.806 1.172 -0.770  -0.9288
H 1.775 -1.907 -1.028  0.1928
H 0.010 -1.876 -0.717  0.2324
H -1.605 1.319 -1.604  0.3393
H -2.180 0.653 0.693  0.4172
N 1.004 -1.451 -0.681  -0.4012
F -1.874 -1.110 -0.112  -0.3386
C 1.006 -0.332 0.182  0.5992
H 0.242 0.385 1.821  0.4348

Kohn-Sham gap   0.3570 Eh
SMILES   [H]/N=C(/N)C[C@@H](C)F
Multiplicity   1
HOMO level   -8.86 eV
LUMO   0.86 eV

Which structure is most stable? #2, by 232.6 kJ/mol over the runner-up.

#1
The following is a DFT calculation (ωB97M-V/def2-TZVPD) of C4H13N3 as an isolated structure.

Each line ends with the Mulliken charge.
Atoms and positions in Å:
C -0.900 1.401 -0.262  -1.8955
H -0.892 0.345 2.043  0.3557
H 1.579 1.725 -0.920  0.2636
H -2.226 -0.109 1.436  0.4512
C 1.433 -0.015 0.066  0.5328
C -0.559 0.023 -0.024  0.7770
H 3.085 0.965 -0.760  0.2988
C -0.963 -0.977 -1.008  -1.4066
H -2.106 -1.036 -0.999  0.4383
H -0.647 -2.087 -0.864  0.3422
N 2.107 -1.010 0.681  -0.3780
H 1.653 -1.866 0.980  0.2736
H -2.046 1.320 -0.230  0.5450
H -1.107 -1.288 1.826  0.4100
H -0.948 -0.591 -2.040  0.3978
H -0.861 1.822 -1.347  0.4254
N -1.160 -0.314 1.350  -0.2935
N 2.050 0.834 -0.699  -0.3181
H -0.476 2.005 0.549  0.5206
H 2.984 -1.148 0.223  0.2598

Kohn-Sham gap   0.4325 Eh
Multiplicity   1
HOMO level   -19.80 eV
LUMO   -8.03 eV
Total charge   +2

#2
The following is a DFT calculation (ωB97M-V/def2-TZVPD) of an isolated ion of composition C4H13N3 and charge +2.

Each line ends with the Mulliken charge.
Atoms and positions in Å:
H 1.511 -0.517 1.381  0.2903
N 0.467 0.800 -0.090  0.0383
N 1.056 2.059 -0.103  -0.3308
C -0.830 0.564 0.452  -0.6910
H 1.863 2.120 0.583  0.3965
H 0.952 -1.605 -1.408  0.4902
H -1.022 -0.717 -1.002  0.2072
C 1.444 -0.232 0.274  -0.3652
H 2.023 -2.210 -0.218  0.3948
H 1.543 2.071 -1.087  0.4321
N -1.634 -0.353 -0.374  0.0868
H -3.062 -1.699 -0.636  0.3376
C -2.782 -0.755 -0.134  -0.1465
H 2.475 0.087 0.025  0.4851
C 1.176 -1.606 -0.388  -1.4310
H -3.369 -0.307 0.757  0.3215
H -0.866 0.199 1.530  0.4182
H -1.427 1.520 0.484  0.4632
H 0.268 2.677 -0.113  0.3271
H 0.213 -2.096 0.068  0.2752

Kohn-Sham gap   0.3752 Eh
SMILES   C=[NH+]CN([NH3+])CC
Multiplicity   1
HOMO level   -19.05 eV
LUMO   -8.84 eV
Total charge   +2

#3
The following is a DFT calculation (ωB97M-V/def2-TZVPD) of a 2-piece molecular cluster, C4H13N3 overall.

Each line ends with the Mulliken charge.
Atoms and positions in Å:
H 3.682 0.247 -1.380  0.2261
H 0.236 -2.259 0.029  0.2605
H -1.967 -0.404 1.454  0.4012
N -2.323 1.373 0.380  -0.2652
H -0.676 -0.032 -1.315  0.6847
C -0.814 -1.910 -0.265  -1.0331
N 2.565 0.639 0.772  -0.3113
H -2.968 1.125 1.153  0.3984
H -1.570 -2.249 0.456  0.3942
C 2.023 0.204 -0.341  0.3960
H -0.520 0.736 1.346  0.1762
H -2.131 2.360 0.542  0.3487
N 2.611 0.145 -1.461  -0.2936
H 2.327 0.060 -2.401  0.2357
H -2.737 1.265 -0.488  0.3072
H 3.605 0.580 0.860  0.2632
H 1.946 0.746 1.543  0.2188
C -0.737 -0.492 -0.394  -0.3797
H -1.226 -2.409 -1.251  0.3375
C -1.325 0.278 0.763  -0.3654

Kohn-Sham gap (alpha / beta)   0.2550 / 0.3506 Eh
Multiplicity   1
HOMO level (alpha / beta)   -16.70 / -18.20 eV
LUMO (alpha / beta)   -9.76 / -8.66 eV
Total charge   +2

Which structure is most stable? #1, by 158.6 kJ/mol over the runner-up.

#1
The following is a DFT calculation (ωB97M-V/def2-TZVPD) of a 2-piece molecular cluster, C4H13N3 overall.

Each line ends with the Mulliken charge.
Atoms and positions in Å:
H -0.948 -0.739 1.179  0.3863
H -1.308 -0.923 -1.273  0.4632
H 1.862 -0.330 -1.730  0.3773
H 2.109 0.872 3.227  0.3074
H -3.183 0.019 0.076  0.3561
H -2.477 1.585 -0.436  0.4086
H -0.400 1.051 0.752  0.5259
H -0.818 0.566 -1.678  0.4051
C -2.632 0.566 -0.766  -0.8271
H 0.655 0.513 2.613  0.2078
N -1.189 0.064 -0.879  -0.1512
C -0.667 0.118 0.409  -0.6129
C 2.150 -0.048 1.268  0.1581
N 1.629 0.302 2.509  -0.3418
C 1.921 -1.054 -0.919  -0.9191
H 3.190 -0.217 1.187  0.3621
H 1.367 -1.923 -1.257  0.3192
H 2.903 -1.246 -0.659  0.3659
H -3.222 0.500 -1.706  0.3593
N 1.400 -0.520 0.312  -0.1501

Kohn-Sham gap (alpha / beta)   0.3161 / 0.3161 Eh
Multiplicity   1
HOMO level (alpha / beta)   -18.41 / -18.41 eV
LUMO (alpha / beta)   -9.81 / -9.81 eV
Total charge   +2

#2
The following is a DFT calculation (ωB97M-V/def2-TZVPD) of a 2-piece molecular cluster, C4H13N3 overall.

Each line ends with the Mulliken charge.
Atoms and positions in Å:
H 1.122 1.810 0.383  0.3565
H -0.339 -0.019 1.749  0.2755
H -2.058 0.425 -1.922  0.3087
H 4.024 -0.072 0.810  0.2744
H 3.693 -1.409 0.231  0.2660
H 1.733 0.719 1.726  0.4414
N 2.197 -0.144 -0.168  0.1002
H 1.618 -0.974 -0.457  0.4107
H -3.902 -1.491 -0.296  0.3296
N 3.234 -0.620 0.578  -0.6935
C -1.082 0.601 -1.465  -1.0531
C -3.755 -0.732 0.518  -0.5393
H -0.337 0.144 -2.164  0.3468
C -1.057 0.034 -0.153  0.3234
H -3.502 -1.331 1.355  0.3851
N -0.129 0.088 0.751  -0.1927
H -0.858 1.676 -1.467  0.4072
H -4.217 0.187 0.322  0.3700
H 2.404 0.414 -1.069  0.3974
C 1.212 0.694 0.739  -0.5144

Kohn-Sham gap (alpha / beta)   0.2655 / 0.3303 Eh
Multiplicity   1
HOMO level (alpha / beta)   -16.99 / -17.74 eV
LUMO (alpha / beta)   -9.77 / -8.75 eV
Total charge   +2

Which structure is most stable? #1, by 304.9 kJ/mol over the runner-up.

#1
The following is a DFT calculation (ωB97M-V/def2-TZVPD) of a 2-piece molecular cluster, C4H13N3 overall.

Each line ends with the Mulliken charge.
Atoms and positions in Å:
N 0.730 3.105 -0.208  -0.3272
H -1.321 -3.148 0.798  0.2223
H 0.753 -3.456 -1.379  0.3437
H 1.128 3.521 -1.044  0.3656
H 1.010 0.594 0.622  0.4430
H 1.675 2.764 0.310  0.4252
H 0.001 1.426 -1.469  0.3486
H -1.204 2.402 -0.652  0.3568
C -0.804 -0.228 0.679  -0.4937
C 0.234 -2.868 -0.551  0.1147
N -0.693 -3.543 0.103  -0.3262
C -0.207 2.000 -0.509  -0.5492
N 0.517 -1.610 -0.185  -0.4162
H -1.637 -0.341 -0.022  0.3261
C -0.016 0.965 0.673  -0.6108
H -0.078 1.361 1.626  0.5045
H 1.493 -1.529 -0.254  0.1943
H 0.330 3.865 0.349  0.3746
H -0.715 -0.977 1.567  0.3883
H -1.194 -4.302 -0.452  0.3154

Kohn-Sham gap   0.3449 Eh
Multiplicity   1
HOMO level   -17.61 eV
LUMO   -8.23 eV
Total charge   +2

#2
The following is a DFT calculation (ωB97M-V/def2-TZVPD) of a 2-piece molecular cluster, C4H13N3 overall.

Each line ends with the Mulliken charge.
Atoms and positions in Å:
H -2.223 1.132 -1.276  0.2973
H -4.394 -0.248 -1.280  0.3355
H 2.956 0.631 1.666  0.3250
C -2.313 0.000 -1.342  -0.6859
C 0.773 0.055 0.525  -0.0863
H 0.228 -0.164 2.380  0.3092
H -3.532 -0.995 -2.634  0.3826
H 2.966 2.183 0.889  0.3417
H -3.950 0.584 -2.564  0.3648
H -1.549 -0.552 -2.064  0.2993
C 1.709 -1.571 1.998  -0.1763
H 1.787 -1.956 2.945  0.3407
H 3.920 0.855 0.164  0.2909
H -2.213 -0.447 -0.292  0.2960
H 1.548 1.376 -0.819  0.2983
H 2.393 -1.996 1.226  0.2879
N -3.700 -0.214 -1.978  -0.2777
N 0.963 -0.571 1.760  -0.0185
N 1.701 0.794 0.027  -0.0498
C 2.932 1.105 0.672  -0.8747

Kohn-Sham gap (alpha / beta)   0.3284 / 0.3284 Eh
Multiplicity   1
HOMO level (alpha / beta)   -16.67 / -16.67 eV
LUMO (alpha / beta)   -7.74 / -7.74 eV
Total charge   +2

#3
The following is a DFT calculation (ωB97M-V/def2-TZVPD) of an isolated ion of composition C4H13N3 and charge +2.

Each line ends with the Mulliken charge.
Atoms and positions in Å:
C 0.569 0.121 0.870  -0.9239
H 0.025 1.810 2.782  0.3837
H -1.600 1.653 2.876  0.3580
H 0.974 1.156 0.872  0.4232
H 1.190 -1.868 -1.639  0.2265
H 1.389 -2.084 -0.062  0.2996
H -0.992 -0.826 2.033  0.3154
N 0.760 -1.691 -0.739  -0.5725
H 0.737 0.246 -3.416  0.3568
H -0.942 0.225 -3.382  0.3818
N -0.086 -0.030 -2.872  -0.2965
H 1.425 -0.358 1.371  0.4777
H -1.472 0.403 0.954  0.4543
H -0.305 1.506 -1.396  0.4341
C -0.710 0.182 1.701  -0.7016
H -0.205 -1.049 -2.932  0.3884
C 0.440 -0.362 -0.532  0.5839
H -0.523 0.610 3.715  0.4046
C -0.056 0.464 -1.479  -0.7833
N -0.731 1.115 2.848  -0.2102

Kohn-Sham gap   0.3838 Eh
SMILES   N/C(=C\[NH3+])CC[NH3+]
Multiplicity   1
HOMO level   -17.00 eV
LUMO   -6.56 eV
Total charge   +2

Which structure is most stable? #3, by 216.5 kJ/mol over the runner-up.

#1
The following is a DFT calculation (ωB97M-V/def2-TZVPD) of a 2-piece molecular cluster, C4H13N3 overall.

Each line ends with the Mulliken charge.
Atoms and positions in Å:
H -3.301 0.286 -0.593  0.3532
H 1.348 -1.692 -1.412  0.2337
N 3.068 0.448 0.537  -0.2218
H -1.817 -1.528 -0.331  0.4171
H -0.541 0.380 -1.878  0.3321
C -1.378 -0.606 -0.011  -0.5847
C -0.601 0.431 -0.787  -0.1982
H -3.934 -0.470 0.686  0.3233
C 0.815 0.002 -0.244  0.4509
H -3.477 1.110 0.879  0.2824
H -0.932 1.412 -0.429  0.3912
H 3.087 -0.583 0.529  0.3814
N 1.196 -1.350 -0.475  -0.5736
H 3.258 0.739 1.503  0.3817
H 0.641 -1.976 0.099  0.2631
H 3.819 0.830 -0.055  0.3637
H -1.274 -0.495 1.068  0.3753
H 1.558 1.943 0.321  0.4127
C 1.711 0.884 0.172  -0.7302
N -3.247 0.235 0.420  -0.6535

Kohn-Sham gap   0.3546 Eh
Multiplicity   1
HOMO level   -18.29 eV
LUMO   -8.64 eV
Total charge   +2

#2
The following is a DFT calculation (ωB97M-V/def2-TZVPD) of an isolated ion of composition C4H13N3 and charge +2.

Each line ends with the Mulliken charge.
Atoms and positions in Å:
H 3.623 -0.108 0.436  0.3607
C -0.339 0.533 0.468  -0.8837
C 1.784 -0.600 -0.551  -0.5466
N -1.107 1.192 -0.558  -0.0157
H 3.153 -1.686 0.654  0.3551
H -2.809 1.744 -1.477  0.3988
C -2.398 1.043 -0.760  0.0851
H 0.402 -1.524 0.801  0.5181
N -3.267 0.446 0.031  -0.3512
C 0.364 -0.760 0.030  -0.5915
H -0.948 0.236 1.331  0.3077
H -3.025 -0.254 0.727  0.2708
H 2.465 -0.449 1.537  0.3391
H 2.051 -1.475 -1.128  0.3430
H 0.299 1.207 1.024  0.4261
H 1.941 0.417 -0.895  0.3794
H -0.715 1.942 -1.111  0.2912
H -0.217 -1.233 -0.765  0.3432
N 2.825 -0.720 0.624  -0.3470
H -4.086 0.046 -0.418  0.3174

Kohn-Sham gap   0.4425 Eh
SMILES   N/C=[NH+]\CCC[NH3+]
Multiplicity   1
HOMO level   -19.08 eV
LUMO   -7.04 eV
Total charge   +2

Which structure is most stable? #2, by 236.7 kJ/mol over the runner-up.

#1
The following is a DFT calculation (ωB97M-V/def2-TZVPD) of a 2-piece molecular cluster, C3H8N2O2S overall.

Each line ends with the Mulliken charge.
Atoms and positions in Å:
H -3.475 -1.137 -1.123  0.3486
H 2.757 -0.420 -0.021  0.2025
N 2.343 0.391 -0.432  -0.4903
H 1.369 0.898 -2.245  0.2021
O -2.124 0.775 -1.580  -0.5954
O -2.819 -1.009 -0.395  -0.5276
H 1.871 -0.870 -2.102  0.2365
C -2.063 0.101 -0.434  0.6279
N -1.511 -0.305 1.880  -0.6036
H 0.832 1.483 0.631  0.1522
S -0.448 1.970 0.776  -0.3175
C 1.872 0.110 -1.566  -0.1461
C -1.406 0.511 0.732  0.1058
H -2.324 -0.941 1.869  0.2403
H -1.570 1.671 -1.614  0.3584
H -0.619 -0.780 2.072  0.2063

Kohn-Sham gap   0.2887 Eh
SMILES   NC(S)=C(O)O.C=N
Multiplicity   1
HOMO level   -7.36 eV
LUMO   0.49 eV

#2
The following is a DFT calculation (ωB97M-V/def2-TZVPD) of a single C3H8N2O2S molecule.

Each line ends with the Mulliken charge.
Atoms and positions in Å:
N 0.474 1.126 -0.713  -0.5039
C -0.957 -0.717 -0.813  -0.5638
H -1.675 -1.025 0.980  0.1862
H 0.419 -1.800 2.075  0.2653
C -0.766 0.738 -1.138  -0.4444
N -0.847 -1.157 0.555  -0.2251
O 2.443 1.901 0.481  -0.4509
H -2.069 -0.908 -0.979  0.3138
H 2.581 1.600 -0.415  0.4056
H -0.747 0.864 -2.159  0.3207
O 0.650 0.175 1.817  -0.4467
H -1.648 1.323 -0.557  0.2673
C 0.415 -1.063 1.228  -0.2845
H 1.189 -1.331 0.493  0.3263
H -0.306 -1.359 -1.607  0.2390
S 0.842 1.635 0.751  0.5952

Kohn-Sham gap   0.3413 Eh
Multiplicity   1
HOMO level   -8.67 eV
LUMO   0.62 eV

Which structure is most stable? #1, by 130.8 kJ/mol over the runner-up.